1.
{"formula": "C20H19N3O13W", "method": "wB97M-V/def2-TZVPD", "orbital_gap_ev": 6.00, "energy_ev": -53941.2194, "charge": 2, "fmax_ev_per_a": 4.5, "homo_energy_ev": -14.39, "symbols": ["W", "C", "N", "C", "C", "O", "C", "O", "C", "C", "O", "N", "C", "C", "H", "H", "H", "H", "H", "H", "H", "H", "H", "H", "H", "H", "H", "H", "H", "H", "O", "C", "C", "C", "N", "C", "C", "C", "O", "O", "C", "O", "O", "H", "H", "H", "O", "C", "C", "O", "C", "C", "O", "C", "O", "O"], "positions_angstrom": [[0.360, -0.353, 0.291], [-0.589, 0.881, 5.441], [-0.022, 0.032, 4.396], [0.892, -1.011, 4.881], [-0.285, 0.164, 3.136], [0.251, -0.610, 2.260], [-1.222, 1.261, 2.630], [-1.398, 1.141, 1.220], [-2.697, 0.900, 0.692], [-2.636, -0.493, 0.095], [-1.596, -1.161, 0.428], [-3.573, -0.977, -0.659], [-3.478, -2.339, -1.201], [-4.760, -0.191, -1.008], [-1.236, 0.283, 6.083], [0.221, 1.275, 6.051], [-1.154, 1.716, 5.036], [0.352, -1.677, 5.553], [1.297, -1.583, 4.056], [1.705, -0.545, 5.434], [-2.180, 1.218, 3.145], [-0.759, 2.235, 2.807], [-3.465, 0.956, 1.465], [-2.888, 1.664, -0.063], [-2.676, -2.886, -0.718], [-4.421, -2.854, -1.032], [-3.283, -2.297, -2.273], [-4.482, 0.791, -1.391], [-5.307, -0.716, -1.784], [-5.420, -0.068, -0.149], [2.660, 0.097, -5.208], [2.118, 0.209, -3.970], [2.272, 2.081, -2.913], [1.938, 1.958, -1.446], [0.993, -0.291, -1.558], [0.952, -1.384, -2.461], [1.465, -1.147, -3.663], [0.354, -2.541, -1.658], [-0.175, -3.500, -2.108], [0.475, -2.233, -0.348], [1.097, 2.398, -0.385], [0.460, 3.388, -0.215], [1.022, 1.329, 0.582], [2.968, 0.944, -5.553], [2.641, 3.005, -3.345], [1.525, -1.894, -4.444], [5.420, 0.506, -3.112], [4.457, 0.425, -2.426], [4.495, -0.016, -0.906], [5.466, -0.311, -0.291], [3.054, -0.056, -0.454], [2.218, 0.493, -1.520], [-0.245, 0.321, -1.351], [3.020, 0.726, -2.796], [1.305, 1.387, -3.782], [2.491, -0.648, 0.511]], "forces_ev_per_a": [[-1.61, -2.55, 3.32], [-0.15, 0.18, 0.25], [0.16, -0.19, -0.16], [0.16, -0.19, 0.13], [-0.30, 0.25, -0.01], [0.31, -0.18, 0.29], [0.14, 0.09, -0.11], [0.03, -0.15, 0.09], [0.08, 0.00, -0.14], [-0.01, 0.13, 0.29], [0.14, 0.12, -0.51], [0.17, -0.09, 0.07], [0.01, -0.25, -0.10], [-0.23, 0.24, 0.05], [-0.01, -0.03, -0.06], [0.04, 0.00, -0.07], [0.03, -0.04, -0.03], [-0.07, 0.05, -0.02], [-0.03, 0.02, -0.05], [-0.04, 0.08, -0.03], [-0.02, -0.02, 0.00], [-0.02, 0.00, 0.08], [-0.05, 0.00, -0.01], [-0.06, 0.01, 0.01], [0.03, 0.03, 0.05], [-0.02, 0.06, 0.03], [-0.04, 0.09, 0.02], [0.04, -0.05, -0.02], [0.05, -0.03, -0.02], [0.03, -0.07, 0.02], [-0.07, -0.23, -0.21], [0.33, 0.24, 0.48], [0.11, 0.26, 0.34], [0.31, -0.77, 0.27], [0.60, 0.44, -1.65], [-0.19, -0.48, 0.49], [0.01, 0.15, -0.14], [0.16, 0.09, -0.98], [0.13, -0.04, 0.20], [0.02, 0.36, 0.63], [0.21, 1.56, -1.21], [0.15, -0.32, 0.31], [0.07, -0.12, 0.05], [0.05, 0.09, 0.06], [0.03, -0.07, -0.09], [-0.08, -0.08, 0.08], [0.04, -0.04, 0.01], [-0.15, 0.16, 0.12], [0.73, 0.12, -0.20], [-0.19, -0.01, 0.10], [-0.96, -0.60, 0.22], [0.48, 1.02, 0.12], [-0.19, 0.61, -1.01], [-0.35, -0.19, -0.53], [-0.22, -0.18, -0.18], [0.20, 0.49, -0.62]], "mulliken_charge": [2.772, -0.985, 0.133, -0.960, 1.198, -1.238, -1.143, -0.359, -0.792, 0.906, -0.994, 0.167, -1.120, -0.976, 0.369, 0.367, 0.376, 0.367, 0.296, 0.352, 0.633, 0.479, 0.502, 0.449, 0.367, 0.422, 0.394, 0.396, 0.405, 0.341, -0.554, 1.031, 0.193, -1.104, 1.130, 0.708, -0.937, -0.171, -0.485, -0.722, 0.080, -0.565, -0.434, 0.465, 0.607, 0.584, -0.416, -0.129, -0.098, -0.390, 1.003, 1.620, -0.818, -0.528, -0.576, -0.618]}


2.
{"formula": "C20H19N3O4", "method": "wB97M-V/def2-TZVPD", "orbital_gap_ev": 7.12, "energy_ev": -33706.9550, "fmax_ev_per_a": 4.0, "homo_energy_ev": -7.82, "smiles": "CO[C@]1(Cc2ccccc2)NC(=O)[C@@H](C)n2c1nc1c(c2=O)C=CC=CO1", "e_above_lowest_kj_mol": 406.5, "symbols": ["C", "O", "C", "C", "C", "C", "C", "C", "C", "C", "N", "C", "O", "C", "C", "N", "C", "N", "C", "C", "C", "O", "C", "C", "C", "C", "O", "H", "H", "H", "H", "H", "H", "H", "H", "H", "H", "H", "H", "H", "H", "H", "H", "H", "H", "H"], "positions_angstrom": [[2.673, 1.075, 1.301], [2.234, -0.235, 0.850], [0.856, -0.474, 0.501], [-0.206, -0.250, 1.628], [0.005, -1.151, 2.837], [-0.702, -2.355, 2.878], [-0.605, -3.189, 3.977], [0.240, -2.881, 5.032], [0.952, -1.667, 5.020], [0.841, -0.810, 3.911], [0.932, -1.926, 0.355], [0.352, -2.591, -0.675], [0.514, -3.792, -0.644], [-0.551, -1.894, -1.688], [-2.042, -2.045, -1.336], [-0.200, -0.450, -1.789], [0.423, 0.252, -0.741], [0.579, 1.542, -0.831], [0.166, 2.345, -1.890], [-0.340, 1.752, -3.037], [-0.495, 0.282, -2.936], [-1.121, -0.300, -3.837], [-0.778, 2.411, -4.286], [-1.042, 3.752, -4.453], [-0.801, 4.823, -3.516], [-0.197, 4.753, -2.273], [0.357, 3.691, -1.588], [2.966, 1.681, 0.435], [3.533, 0.950, 1.947], [1.923, 1.595, 1.866], [-0.184, 0.797, 1.937], [-1.229, -0.404, 1.189], [-1.381, -2.648, 2.091], [-1.145, -4.136, 4.008], [0.266, -3.541, 5.902], [1.606, -1.341, 5.814], [1.337, 0.128, 3.845], [1.640, -2.390, 0.858], [-0.340, -2.397, -2.617], [-2.297, -3.109, -1.240], [-2.360, -1.500, -0.447], [-2.615, -1.690, -2.205], [-0.932, 1.759, -5.163], [-1.498, 4.038, -5.409], [-1.190, 5.787, -3.764], [-0.143, 5.751, -1.819]], "forces_ev_per_a": [[-0.04, -0.43, -0.91], [-0.55, 1.16, 0.44], [0.95, -1.30, 1.60], [0.12, 0.70, 0.19], [-0.39, -0.13, -0.24], [-0.01, 0.13, 0.42], [0.30, -0.56, 0.13], [0.18, 0.82, 0.52], [-0.26, 0.04, -0.97], [-0.99, -1.17, -0.29], [-1.67, 2.56, -2.55], [0.52, -0.82, 1.70], [-0.55, -0.86, -1.40], [0.01, 0.69, 0.94], [-0.17, -0.48, -0.89], [1.58, 1.04, 1.56], [-0.88, 0.82, -2.56], [0.00, 0.50, 0.46], [-0.26, -1.44, -0.15], [1.10, 0.37, 1.59], [-2.59, -0.33, -2.00], [1.00, 0.07, 0.58], [-0.51, 1.54, -0.69], [0.21, -2.47, -0.46], [1.06, -1.00, 2.93], [-1.57, 0.61, -3.05], [0.12, -0.47, -0.03], [-0.18, -0.08, 0.23], [0.15, -0.42, 0.02], [-0.57, 0.24, 0.16], [0.00, 0.10, -0.04], [0.98, -0.04, 0.31], [0.05, 0.15, -0.26], [0.00, 0.31, -0.09], [0.19, 0.23, -0.29], [-0.02, -0.27, 0.29], [0.54, 0.58, 0.27], [0.72, -0.55, 0.67], [-0.02, 0.14, -0.48], [0.22, 0.26, 0.20], [0.23, -0.03, 0.00], [0.14, 0.11, 0.34], [-0.04, 0.27, 0.84], [0.43, -0.11, 0.32], [0.01, 0.50, -0.09], [0.44, -0.99, 0.74]], "mulliken_charge": [-0.788, -0.550, 1.357, -0.989, 0.117, -0.100, -0.690, -0.443, -0.704, -0.245, -0.061, 0.069, -0.705, 0.149, -1.267, 0.058, -0.163, -0.312, 0.267, 0.746, 0.145, -0.732, -0.547, -0.221, -0.444, -0.219, -0.505, 0.278, 0.305, 0.323, 0.552, 0.468, 0.299, 0.371, 0.349, 0.386, 0.425, 0.252, 0.448, 0.363, 0.214, 0.456, 0.333, 0.315, 0.300, 0.340]}